9 unconnected molecules or ions with the total composition C64H148BP4. Source: the OMol25 dataset; level of theory: the ωB97M-V functional and the def2-TZVPD basis.

Atoms and positions in Å:
B: -0.923 0.577 -0.470
H: -3.641 2.154 -1.171
H: -0.900 0.213 3.680
H: 1.711 0.476 -0.778
H: 12.573 6.920 2.315
C: 2.092 -1.811 -3.539
C: 0.683 -2.065 -3.984
C: 0.057 -0.825 -4.548
C: -1.419 -1.031 -4.991
P: -2.362 0.471 -5.341
C: -2.934 0.542 -7.043
C: -1.818 0.189 -7.993
C: -2.298 0.216 -9.465
C: -3.171 -0.941 -9.807
C: -3.787 0.293 -4.261
C: -4.895 1.327 -4.297
C: -6.131 0.982 -3.433
C: -7.160 2.129 -3.460
C: -1.384 1.914 -4.883
C: -2.020 3.285 -5.220
C: -1.081 4.347 -4.571
C: -1.598 5.742 -4.787
H: 2.726 -1.412 -4.351
H: 2.534 -2.729 -3.200
H: 2.069 -1.156 -2.656
H: 0.159 -2.398 -3.129
H: 0.632 -2.884 -4.705
H: 0.656 -0.441 -5.373
H: 0.087 -0.074 -3.736
H: -1.909 -1.474 -4.122
H: -1.489 -1.698 -5.799
H: -3.221 1.557 -7.191
H: -3.802 -0.167 -7.088
H: -1.371 -0.739 -7.724
H: -0.977 0.893 -7.851
H: -1.399 0.222 -10.019
H: -2.801 1.155 -9.721
H: -2.715 -1.831 -9.404
H: -3.265 -1.175 -10.855
H: -4.201 -0.878 -9.454
H: -3.293 0.218 -3.272
H: -4.082 -0.724 -4.530
H: -5.229 1.484 -5.312
H: -4.627 2.333 -3.997
H: -5.754 0.797 -2.446
H: -6.488 0.059 -3.903
H: -7.947 2.070 -2.686
H: -7.528 2.356 -4.467
H: -6.570 3.026 -3.277
H: -0.451 1.937 -5.358
H: -1.190 1.845 -3.813
H: -3.014 3.359 -4.798
H: -2.071 3.480 -6.310
H: -0.084 4.176 -5.075
H: -0.942 4.147 -3.507
H: -1.659 5.896 -5.876
H: -0.963 6.518 -4.370
H: -2.605 5.972 -4.454
C: 7.952 -4.294 5.162
C: 8.781 -3.197 4.411
C: 8.387 -3.013 2.946
C: 6.985 -2.372 2.724
P: 6.188 -2.752 1.196
C: 5.715 -4.477 1.118
C: 5.641 -5.051 -0.283
C: 5.021 -6.405 -0.398
C: 3.590 -6.507 0.091
C: 7.314 -2.350 -0.254
C: 7.953 -0.887 -0.203
C: 8.306 -0.313 -1.567
C: 9.356 -1.109 -2.325
C: 4.800 -1.745 0.920
C: 3.705 -1.810 2.003
C: 2.339 -1.567 1.413
C: 1.285 -1.221 2.446
H: 8.315 -4.477 6.157
H: 7.881 -5.163 4.549
H: 6.922 -3.954 5.334
H: 9.872 -3.431 4.474
H: 8.715 -2.215 4.930
H: 8.485 -4.013 2.456
H: 9.124 -2.341 2.462
H: 6.966 -1.291 2.841
H: 6.317 -2.716 3.489
H: 4.749 -4.553 1.640
H: 6.433 -5.004 1.773
H: 6.595 -5.064 -0.811
H: 4.939 -4.350 -0.698
H: 5.602 -7.126 0.130
H: 5.082 -6.636 -1.439
H: 3.058 -7.272 -0.448
H: 3.159 -5.534 0.000
H: 3.464 -6.743 1.158
H: 6.787 -2.487 -1.230
H: 8.104 -3.132 -0.194
H: 8.822 -0.952 0.404
H: 7.180 -0.246 0.157
H: 8.724 0.681 -1.493
H: 7.351 -0.277 -2.148
H: 10.289 -1.239 -1.735
H: 9.639 -0.641 -3.267
H: 9.101 -2.109 -2.631
H: 4.382 -2.030 -0.071
H: 5.071 -0.728 0.701
H: 3.865 -1.027 2.732
H: 3.700 -2.739 2.561
H: 1.999 -2.396 0.819
H: 2.439 -0.793 0.636
H: 1.208 -2.053 3.093
H: 0.312 -1.000 1.954
H: 1.478 -0.334 3.089
C: -2.314 8.026 -0.179
C: -2.001 6.561 -0.566
C: -0.601 6.040 -0.025
C: -0.844 4.762 0.744
P: 0.656 3.956 1.336
C: 1.772 5.314 1.834
C: 1.290 6.288 2.912
C: 2.375 7.373 3.136
C: 2.040 8.626 2.317
C: 0.225 2.870 2.675
C: -0.264 3.484 4.023
C: 0.770 3.576 5.160
C: 1.243 2.233 5.719
C: 1.457 2.897 0.131
C: 1.929 3.436 -1.209
C: 3.386 3.305 -1.562
C: 3.934 1.887 -1.403
H: -1.646 8.760 -0.661
H: -2.311 8.060 0.891
H: -3.338 8.220 -0.465
H: -2.039 6.352 -1.639
H: -2.733 5.859 -0.172
H: -0.157 6.835 0.539
H: 0.110 5.865 -0.854
H: -1.399 4.071 0.106
H: -1.483 4.919 1.632
H: 2.072 5.874 0.936
H: 2.705 4.849 2.220
H: 1.013 5.749 3.802
H: 0.374 6.736 2.548
H: 3.411 7.144 2.933
H: 2.357 7.655 4.192
H: 0.943 8.816 2.246
H: 2.337 8.465 1.232
H: 2.480 9.577 2.675
H: 1.042 2.171 2.782
H: -0.593 2.339 2.211
H: -1.149 2.994 4.458
H: -0.592 4.496 3.864
H: 0.301 4.199 5.913
H: 1.685 4.108 4.914
H: 1.651 2.305 6.738
H: 2.050 1.754 5.190
H: 0.402 1.540 5.815
H: 0.751 2.094 -0.025
H: 2.288 2.532 0.775
H: 1.846 4.515 -1.115
H: 1.341 3.042 -2.020
H: 3.955 3.886 -0.808
H: 3.576 3.691 -2.569
H: 5.072 1.880 -1.469
H: 3.494 1.163 -2.139
H: 3.749 1.525 -0.384
C: -2.854 -5.627 5.899
C: -2.800 -4.073 6.006
C: -3.243 -3.318 4.728
C: -4.560 -3.815 4.178
P: -5.109 -2.935 2.681
C: -5.175 -1.153 3.076
C: -5.684 -0.283 1.891
C: -5.643 1.232 2.141
C: -4.211 1.769 2.176
C: -3.962 -3.094 1.284
C: -3.365 -4.509 1.174
C: -2.213 -4.624 0.220
C: -1.013 -3.694 0.456
C: -6.671 -3.686 2.122
C: -7.794 -3.596 3.146
C: -8.845 -4.657 3.003
C: -9.525 -4.618 1.602
H: -2.053 -6.128 6.460
H: -2.638 -5.978 4.858
H: -3.828 -5.985 6.174
H: -1.763 -3.793 6.267
H: -3.368 -3.707 6.854
H: -2.471 -3.482 3.918
H: -3.305 -2.220 4.931
H: -5.362 -3.753 4.953
H: -4.492 -4.871 3.906
H: -4.142 -1.030 3.421
H: -5.804 -1.101 3.961
H: -6.692 -0.624 1.539
H: -4.970 -0.391 1.128
H: -6.124 1.456 3.083
H: -6.255 1.653 1.320
H: -3.717 1.520 1.230
H: -3.640 1.218 2.966
H: -4.188 2.860 2.315
H: -3.130 -2.430 1.410
H: -4.448 -2.641 0.411
H: -4.162 -5.186 0.869
H: -3.061 -4.848 2.190
H: -2.644 -4.403 -0.782
H: -1.779 -5.639 0.104
H: -0.173 -4.183 -0.024
H: -0.814 -3.664 1.508
H: -1.081 -2.656 0.016
H: -6.392 -4.718 1.980
H: -7.099 -3.383 1.164
H: -8.189 -2.589 3.056
H: -7.280 -3.578 4.113
H: -9.624 -4.538 3.744
H: -8.432 -5.655 3.153
H: -10.415 -5.226 1.719
H: -8.899 -5.065 0.787
H: -9.768 -3.611 1.286

Cartesian forces (eV/Å) of the 2 atoms listed first:
0.754 -0.030 0.006
0.774 -0.349 -0.046

The LUMO energy comes out at -10.04 eV. The calculation puts the frontier orbital gap at 0.034 Ha. The HOMO energy comes out at -10.9740 eV. As for the net charge: +3.

Löwdin population analysis, charges in e, atoms 1 to 99:
1 B 0.15
2 H -0.07
3 H 0.02
4 H 0.06
5 H 0.14
6 C -0.11
7 C -0.29
8 C -0.24
9 C -0.24
10 P 1.00
11 C -0.26
12 C -0.25
13 C -0.24
14 C -0.11
15 C -0.29
16 C -0.27
17 C -0.26
18 C -0.09
19 C -0.27
20 C -0.22
21 C -0.27
22 C -0.12
23 H 0.09
24 H 0.06
25 H 0.04
26 H 0.09
27 H 0.12
28 H 0.12
29 H 0.10
30 H 0.10
31 H 0.08
32 H 0.09
33 H 0.13
34 H 0.09
35 H 0.12
36 H 0.10
37 H 0.12
38 H 0.07
39 H 0.08
40 H 0.08
41 H 0.07
42 H 0.10
43 H 0.11
44 H 0.08
45 H 0.07
46 H 0.11
47 H 0.08
48 H 0.08
49 H 0.06
50 H 0.08
51 H 0.08
52 H 0.09
53 H 0.13
54 H 0.13
55 H 0.09
56 H 0.08
57 H 0.07
58 H 0.08
59 C -0.08
60 C -0.25
61 C -0.24
62 C -0.26
63 P 0.97
64 C -0.26
65 C -0.26
66 C -0.25
67 C -0.09
68 C -0.22
69 C -0.22
70 C -0.27
71 C -0.11
72 C -0.28
73 C -0.23
74 C -0.30
75 C -0.14
76 H 0.07
77 H 0.06
78 H 0.06
79 H 0.12
80 H 0.12
81 H 0.12
82 H 0.11
83 H 0.11
84 H 0.08
85 H 0.10
86 H 0.11
87 H 0.12
88 H 0.10
89 H 0.11
90 H 0.11
91 H 0.08
92 H 0.05
93 H 0.08
94 H 0.11
95 H 0.10
96 H 0.09
97 H 0.08
98 H 0.11
99 H 0.12

15 unconnected molecules or ions with the total composition C64H153N7O24. Source: the OMol25 dataset; level of theory: the ωB97M-V functional and the def2-TZVPD basis.

Atoms and positions in Å:
C: -8.223 24.474 -17.182
C: -7.958 22.992 -17.486
O: -9.090 22.309 -17.839
O: -8.101 25.214 -18.408
H: -7.585 24.924 -16.421
H: -9.224 24.506 -16.753
H: -7.631 22.442 -16.604
H: -7.108 22.926 -18.165
H: -9.526 22.001 -17.041
H: -8.418 26.110 -18.271
C: -13.079 28.827 -11.000
C: -12.719 29.346 -12.386
O: -13.777 30.206 -12.811
O: -12.184 27.938 -10.458
H: -14.082 28.402 -11.029
H: -13.227 29.594 -10.240
H: -12.770 28.538 -13.115
H: -11.694 29.718 -12.415
H: -13.448 31.078 -13.040
H: -11.457 28.352 -9.987
C: -10.891 17.923 -13.623
C: -10.264 17.670 -14.988
O: -9.304 18.663 -15.270
O: -11.334 19.332 -13.479
H: -10.082 18.005 -12.898
H: -11.626 17.195 -13.280
H: -11.011 17.545 -15.772
H: -9.757 16.733 -14.755
H: -9.759 19.453 -14.967
H: -11.781 19.569 -12.663
C: -15.945 26.013 -14.202
C: -14.862 26.547 -15.227
O: -15.291 27.873 -15.635
O: -16.077 26.763 -13.059
H: -15.851 24.946 -13.997
H: -16.965 26.086 -14.578
H: -14.827 25.766 -15.987
H: -13.874 26.703 -14.795
H: -14.811 28.049 -16.447
H: -16.017 27.694 -13.287
C: -15.353 24.632 -8.831
C: -14.740 25.229 -10.066
O: -15.205 24.478 -11.193
O: -14.912 23.261 -8.648
H: -16.420 24.550 -9.035
H: -15.280 25.266 -7.947
H: -13.654 25.293 -10.132
H: -15.063 26.267 -10.145
H: -15.270 25.025 -11.979
H: -14.506 22.990 -9.474
C: -12.526 21.328 -7.539
C: -11.370 20.420 -7.090
O: -10.300 21.174 -6.666
O: -12.279 21.805 -8.908
H: -12.757 22.260 -7.024
H: -13.496 20.847 -7.667
H: -10.983 19.874 -7.950
H: -11.663 19.713 -6.314
H: -9.933 21.655 -7.411
H: -11.586 22.467 -8.955
C: -12.506 20.646 -18.817
C: -13.448 20.889 -17.567
O: -14.743 20.386 -17.809
O: -12.253 19.294 -19.101
H: -11.521 21.035 -18.556
H: -12.884 21.128 -19.718
H: -13.523 21.970 -17.457
H: -13.138 20.490 -16.601
H: -15.278 20.665 -17.062
H: -12.841 18.975 -19.790
C: -14.099 20.107 -11.400
C: -14.542 19.251 -12.566
O: -14.244 19.851 -13.856
O: -12.650 20.098 -11.228
H: -14.596 19.699 -10.520
H: -14.571 21.075 -11.567
H: -15.610 19.035 -12.540
H: -13.953 18.335 -12.628
H: -13.366 19.638 -14.181
H: -12.504 20.838 -10.634
C: -17.819 22.487 -14.668
C: -16.913 21.387 -15.269
O: -15.724 21.994 -15.560
O: -17.344 22.936 -13.283
H: -18.854 22.154 -14.585
H: -17.819 23.397 -15.267
H: -17.504 21.131 -16.148
H: -16.803 20.530 -14.604
H: -15.218 21.883 -14.751
H: -17.272 22.179 -12.698
C: -10.368 24.374 -7.721
O: -10.440 23.548 -8.604
N: -10.418 25.675 -7.883
N: -10.377 24.085 -6.438
H: -10.995 26.126 -7.187
H: -10.671 25.872 -8.841
H: -10.337 23.096 -6.236
H: -10.576 24.749 -5.704
C: -5.371 26.278 -11.285
C: -4.144 25.865 -12.134
C: -4.615 25.615 -13.664
C: -4.787 26.928 -14.354
C: -3.474 27.788 -14.350
C: -3.024 28.108 -12.939
N: -3.034 26.877 -12.082
O: -2.557 27.100 -10.737
C: -1.515 28.573 -13.118
C: -3.807 29.223 -12.356
C: -3.633 24.485 -11.633
H: -5.190 26.496 -10.232
H: -6.207 25.606 -11.479
H: -5.678 27.275 -11.600
H: -3.918 24.938 -14.159
H: -5.531 25.028 -13.594
H: -5.671 27.437 -13.971
H: -5.007 26.633 -15.380
H: -3.650 28.775 -14.779
H: -2.817 27.190 -14.982
H: -0.869 27.709 -13.274
H: -1.479 29.302 -13.928
H: -1.137 29.258 -12.359
H: -3.512 29.444 -11.330
H: -3.670 30.159 -12.898
H: -4.869 28.996 -12.261
H: -3.528 24.557 -10.551
H: -2.741 24.275 -12.224
H: -4.375 23.697 -11.759
H: -2.080 26.270 -10.670
C: -12.620 23.239 -13.246
C: -11.569 23.939 -14.119
C: -11.377 25.435 -13.663
C: -10.480 25.668 -12.372
C: -9.279 24.802 -12.516
C: -9.430 23.240 -12.835
N: -10.317 23.130 -14.039
O: -10.333 21.879 -14.667
C: -8.038 22.835 -13.093
C: -9.988 22.515 -11.646
C: -12.054 24.037 -15.627
H: -12.306 22.289 -12.814
H: -13.558 23.085 -13.781
H: -12.930 23.833 -12.387
H: -10.917 25.950 -14.507
H: -12.325 25.862 -13.335
H: -11.119 25.532 -11.500
H: -10.202 26.722 -12.391
H: -8.700 24.899 -11.598
H: -8.657 25.308 -13.255
H: -7.473 23.063 -12.190
H: -7.952 21.787 -13.381
H: -7.688 23.413 -13.948
H: -10.207 21.459 -11.801
H: -9.303 22.586 -10.801
H: -10.926 22.963 -11.318
H: -12.932 24.660 -15.793
H: -12.115 23.060 -16.107
H: -11.248 24.499 -16.197
H: -11.002 21.431 -14.144
C: -8.870 29.682 -19.991
C: -8.268 29.351 -18.525
C: -7.960 30.751 -17.940
C: -7.971 30.825 -16.438
C: -9.268 30.262 -15.825
C: -9.498 28.772 -16.223
N: -9.409 28.756 -17.736
O: -9.908 27.549 -18.283
C: -8.486 28.009 -15.383
C: -10.979 28.601 -15.736
C: -6.928 28.552 -18.645
H: -9.731 30.335 -19.849
H: -9.192 28.758 -20.471
H: -8.074 30.066 -20.630
H: -7.014 31.137 -18.320
H: -8.697 31.492 -18.251
H: -7.905 31.879 -16.168
H: -7.102 30.426 -15.914
H: -10.015 30.867 -16.337
H: -9.329 30.460 -14.755
H: -7.453 28.263 -15.619
H: -8.673 28.235 -14.333
H: -8.642 26.940 -15.525
H: -11.039 28.725 -14.655
H: -11.724 29.225 -16.230
H: -11.269 27.552 -15.803
H: -6.136 29.096 -19.159
H: -6.996 27.532 -19.025
H: -6.458 28.418 -17.671
H: -10.843 27.761 -18.245
C: -9.336 17.461 -6.992
C: -8.042 17.961 -7.768
C: -8.342 17.694 -9.262
C: -7.384 18.246 -10.303
C: -7.337 19.746 -10.139
C: -6.975 20.180 -8.654
N: -7.750 19.406 -7.656
O: -7.619 19.818 -6.330
C: -5.542 19.982 -8.243
C: -7.337 21.741 -8.495
C: -6.802 17.090 -7.393
H: -9.616 16.431 -7.213
H: -10.082 18.161 -7.368
H: -9.147 17.606 -5.928
H: -8.518 16.620 -9.330
H: -9.348 18.061 -9.462
H: -7.677 17.921 -11.301
H: -6.363 17.866 -10.262
H: -8.384 19.941 -10.371
H: -6.750 20.215 -10.929
H: -4.843 20.530 -8.874
H: -5.313 20.163 -7.193
H: -5.176 18.956 -8.194
H: -8.423 21.821 -8.546
H: -7.048 22.089 -7.504
H: -6.923 22.366 -9.287
H: -6.046 16.887 -8.153
H: -7.148 16.078 -7.182
H: -6.333 17.498 -6.498
H: -8.461 20.277 -6.286
C: -10.027 31.400 -10.249
C: -8.972 30.241 -10.113
C: -7.577 31.024 -10.044
C: -6.393 30.138 -9.561
C: -6.736 29.622 -8.170
C: -8.046 28.739 -8.259
N: -9.130 29.581 -8.795
O: -10.415 28.976 -8.599
C: -7.694 27.435 -9.001
C: -8.413 28.338 -6.750
C: -8.913 29.338 -11.311
H: -9.800 31.977 -11.145
H: -10.029 32.140 -9.449
H: -11.025 31.020 -10.468
H: -7.352 31.486 -11.005
H: -7.527 31.835 -9.317
H: -5.511 30.744 -9.357
H: -5.964 29.416 -10.257
H: -6.869 30.417 -7.437
H: -5.900 29.049 -7.770
H: -7.009 26.832 -8.406
H: -8.546 26.817 -9.284
H: -7.276 27.596 -9.994
H: -9.272 27.670 -6.692
H: -7.616 27.895 -6.152
H: -8.709 29.201 -6.153
H: -9.074 29.943 -12.204
H: -9.861 28.800 -11.310
H: -7.984 28.791 -11.468
H: -10.891 29.679 -8.151

Cartesian forces (eV/Å) of the 2 atoms listed first:
-0.105 -0.062 -0.520
1.359 0.747 2.068

The LUMO energy (alpha / beta) comes out at 1.69 / 1.67 eV. The calculation puts the frontier orbital gap (alpha / beta) at 0.061 / 0.293 Ha. The HOMO energy (alpha / beta) comes out at 0.0361 / -6.2905 eV. As for the net charge: -1. The multiplicity is 2.

Löwdin population analysis, charges in e, atoms 1 to 99:
1 C -0.22
2 C -0.27
3 O -0.05
4 O -0.07
5 H 0.10
6 H 0.09
7 H 0.11
8 H 0.12
9 H 0.07
10 H 0.02
11 C -0.29
12 C -0.23
13 O -0.07
14 O -0.09
15 H 0.11
16 H 0.11
17 H 0.10
18 H 0.10
19 H 0.08
20 H 0.02
21 C -0.16
22 C -0.24
23 O -0.04
24 O -0.13
25 H 0.11
26 H 0.12
27 H 0.12
28 H 0.12
29 H 0.05
30 H 0.02
31 C -0.25
32 C -0.19
33 O -0.07
34 O -0.06
35 H 0.10
36 H 0.12
37 H 0.10
38 H 0.09
39 H 0.07
40 H 0.09
41 C -0.22
42 C -0.23
43 O -0.08
44 O -0.09
45 H 0.11
46 H 0.10
47 H 0.11
48 H 0.11
49 H 0.04
50 H 0.05
51 C -0.15
52 C -0.23
53 O -0.10
54 O -0.13
55 H 0.12
56 H 0.11
57 H 0.11
58 H 0.13
59 H 0.05
60 H 0.00
61 C -0.21
62 C -0.23
63 O -0.08
64 O -0.07
65 H 0.10
66 H 0.12
67 H 0.09
68 H 0.11
69 H 0.03
70 H 0.08
71 C -0.19
72 C -0.20
73 O -0.09
74 O -0.08
75 H 0.12
76 H 0.12
77 H 0.12
78 H 0.11
79 H 0.05
80 H 0.04
81 C -0.14
82 C -0.28
83 O -0.06
84 O -0.10
85 H 0.10
86 H 0.11
87 H 0.12
88 H 0.12
89 H 0.07
90 H 0.06
91 C -0.74
92 O 0.01
93 N 0.17
94 N 0.18
95 H 0.02
96 H 0.09
97 H 0.08
98 H 0.04
99 C -0.03

The following max |F| values (in eV/A) correspond, in order, to the records above: 2.9 3.7.
The following calculated total energy values (in eV) correspond, in order, to the records above: -106559.837 -128406.585.